Density functional theory data (wB97M-V/def2-TZVPD) for an isolated molecule of C7H10O in a non-equilibrium geometry.

Results
E in eV: -9463.489
SMILES: C=C1CC[C@H]2O[C@]12C
ΔE to the lowest compared entry with this formula, charge and spin in kJ/mol: 489.3
Gap between HOMO and LUMO in eV: 10.121
HOMO energy in eV: -9.1
Largest force on an atom in eV/Å: 2.707
Multiplicity: 1

The geometry in XYZ format:
```
18
Properties=species:S:1:pos:R:3:mulliken_charge:R:1
C -2.09 -1.02 -0.49 -1.000
C -0.95 -0.39 -0.19 0.222
C -0.74 1.07 0.21 -0.779
C 0.74 1.55 -0.20 -0.711
C 1.00 0.31 -1.03 -0.044
O 1.52 -1.05 -1.27 -0.501
C 0.49 -0.80 -0.24 1.045
C 1.11 -1.08 1.15 -1.332
H -3.05 -0.59 -0.60 0.345
H -1.92 -2.08 -0.77 0.231
H -1.50 1.74 -0.31 0.342
H -0.95 1.10 1.29 0.332
H 1.40 1.67 0.65 0.284
H 0.70 2.53 -0.68 0.314
H 0.34 0.48 -1.91 0.251
H 0.91 -2.14 1.41 0.320
H 2.21 -0.97 1.11 0.355
H 0.78 -0.33 1.88 0.327
```